(1)
Density functional theory data (ωB97M-V with the def2-TZVPD basis set) for a cluster of 15 separate species, C60H90O45 in total.

- LUMO level: -0.4 eV
- Frontier orbital gap: 9.78 eV
- HOMO energy: -10.163 eV

Geometry (Å):
1 C 3.270 7.417 0.813
2 C 1.902 6.878 0.414
3 C 1.847 5.867 -0.700
4 O 0.792 4.983 -0.262
5 C 0.589 5.173 1.045
6 O -0.204 4.611 1.737
7 O 1.340 6.212 1.529
8 H 3.854 7.739 -0.054
9 H 3.851 6.711 1.405
10 H 3.186 8.326 1.410
11 H 1.302 7.748 0.117
12 H 2.826 5.462 -0.957
13 H 1.444 6.361 -1.585
14 C -3.356 -0.400 2.176
15 C -4.596 0.468 2.301
16 C -5.551 0.452 1.087
17 O -6.833 0.268 1.714
18 C -6.678 -0.125 3.001
19 O -7.522 -0.551 3.718
20 O -5.407 0.066 3.384
21 H -2.699 -0.152 1.346
22 H -3.621 -1.448 2.032
23 H -2.840 -0.365 3.139
24 H -4.303 1.487 2.565
25 H -5.334 -0.340 0.373
26 H -5.522 1.437 0.626
27 C 4.401 -5.646 3.482
28 C 3.213 -4.963 2.789
29 C 3.144 -5.210 1.272
30 O 1.862 -5.807 1.099
31 C 1.280 -6.089 2.293
32 O 0.269 -6.686 2.458
33 O 2.054 -5.614 3.279
34 H 4.177 -5.692 4.548
35 H 5.325 -5.094 3.319
36 H 4.471 -6.690 3.175
37 H 3.243 -3.887 2.967
38 H 3.981 -5.851 0.997
39 H 3.160 -4.271 0.721
40 C 0.465 -1.723 -3.925
41 C -0.065 -2.712 -4.946
42 C 1.006 -3.301 -5.857
43 O 0.525 -4.628 -6.069
44 C -0.299 -4.951 -5.040
45 O -0.754 -6.027 -4.853
46 O -0.557 -3.852 -4.296
47 H 0.836 -0.760 -4.272
48 H 1.209 -2.204 -3.289
49 H -0.409 -1.518 -3.302
50 H -0.873 -2.391 -5.615
51 H 1.968 -3.300 -5.338
52 H 1.077 -2.687 -6.753
53 C 3.000 1.973 -1.313
54 C 3.852 0.830 -1.871
55 C 4.504 1.249 -3.177
56 O 5.831 0.754 -3.095
57 C 6.065 0.335 -1.828
58 O 7.037 -0.256 -1.479
59 O 5.015 0.651 -1.066
60 H 2.142 2.208 -1.939
61 H 3.643 2.853 -1.263
62 H 2.729 1.765 -0.279
63 H 3.308 -0.107 -1.995
64 H 4.576 2.324 -3.361
65 H 3.961 0.861 -4.042
66 C 0.524 -4.452 6.046
67 C -0.047 -3.160 5.434
68 C 0.915 -2.495 4.450
69 O 0.217 -2.601 3.223
70 C -1.006 -3.101 3.384
71 O -1.812 -3.243 2.519
72 O -1.194 -3.513 4.662
73 H 1.042 -4.973 5.233
74 H -0.242 -5.063 6.510
75 H 1.382 -4.234 6.689
76 H -0.292 -2.512 6.275
77 H 1.893 -2.955 4.308
78 H 1.081 -1.477 4.814
79 C -3.070 -0.155 -2.884
80 C -3.840 -0.032 -4.199
81 C -3.698 1.400 -4.793
82 O -3.127 1.185 -6.068
83 C -2.842 -0.110 -6.264
84 O -2.391 -0.581 -7.267
85 O -3.149 -0.816 -5.179
86 H -2.843 -1.177 -2.571
87 H -3.554 0.275 -2.006
88 H -2.086 0.300 -3.029
89 H -4.862 -0.393 -4.104
90 H -3.066 2.003 -4.142
91 H -4.681 1.870 -4.841
92 C 4.210 -2.662 -2.512
93 C 3.918 -4.093 -2.944
94 C 4.690 -5.191 -2.246
95 O 3.650 -6.099 -1.891
96 C 2.419 -5.614 -2.176
97 O 1.382 -6.168 -2.075
98 O 2.571 -4.312 -2.530
99 H 3.427 -2.001 -2.885
100 H 5.146 -2.252 -2.902
101 H 4.232 -2.540 -1.428
102 H 4.061 -4.194 -4.023
103 H 5.276 -4.893 -1.374
104 H 5.405 -5.676 -2.910
105 C -1.976 -6.466 -1.158
106 C -1.881 -5.170 -0.386
107 C -0.865 -4.170 -0.955
108 O -1.638 -2.964 -1.048
109 C -2.876 -3.157 -0.623
110 O -3.663 -2.279 -0.401
111 O -3.111 -4.457 -0.432
112 H -2.289 -6.315 -2.191
113 H -2.646 -7.193 -0.695
114 H -1.022 -6.996 -1.118
115 H -1.650 -5.399 0.659
116 H -0.576 -4.505 -1.948
117 H -0.030 -4.043 -0.270
118 C -2.531 6.064 2.566
119 C -3.266 4.765 2.879
120 C -2.392 3.518 3.013
121 O -2.875 2.858 4.191
122 C -3.685 3.744 4.853
123 O -4.205 3.511 5.894
124 O -3.762 4.919 4.224
125 H -1.861 5.961 1.714
126 H -2.042 6.461 3.453
127 H -3.273 6.822 2.306
128 H -4.128 4.576 2.238
129 H -1.338 3.787 3.096
130 H -2.532 2.950 2.093
131 C -3.710 -1.420 6.450
132 C -3.231 -0.193 5.718
133 C -3.040 1.063 6.571
134 O -1.803 1.623 6.142
135 C -1.207 0.748 5.303
136 O -0.200 0.979 4.708
137 O -1.857 -0.421 5.326
138 H -3.090 -1.674 7.311
139 H -3.748 -2.300 5.806
140 H -4.746 -1.303 6.775
141 H -3.830 -0.014 4.825
142 H -3.038 0.847 7.641
143 H -3.855 1.762 6.380
144 C -0.275 2.285 -7.652
145 C 0.416 1.594 -6.489
146 C 1.737 2.221 -6.027
147 O 1.591 2.313 -4.610
148 C 0.333 1.924 -4.238
149 O -0.063 1.856 -3.117
150 O -0.402 1.726 -5.321
151 H -0.319 3.344 -7.385
152 H -1.290 1.909 -7.765
153 H 0.202 2.196 -8.626
154 H 0.525 0.540 -6.752
155 H 1.866 3.244 -6.388
156 H 2.622 1.675 -6.352
157 C -2.036 5.065 -4.151
158 C -1.677 4.805 -2.712
159 C -2.241 5.800 -1.673
160 O -2.916 4.954 -0.759
161 C -2.760 3.667 -1.082
162 O -3.161 2.758 -0.416
163 O -2.197 3.563 -2.288
164 H -3.104 4.932 -4.313
165 H -1.427 4.451 -4.817
166 H -1.723 6.066 -4.462
167 H -0.592 4.776 -2.555
168 H -2.930 6.476 -2.190
169 H -1.513 6.464 -1.209
170 C -0.241 1.321 1.273
171 C 0.017 -0.065 0.732
172 C 0.525 -0.172 -0.684
173 O 1.429 -1.282 -0.631
174 C 1.808 -1.473 0.666
175 O 2.672 -2.218 1.012
176 O 1.155 -0.609 1.443
177 H -1.254 1.621 0.990
178 H 0.404 2.104 0.869
179 H -0.161 1.342 2.360
180 H -0.780 -0.774 0.971
181 H 0.970 0.738 -1.070
182 H -0.324 -0.509 -1.281
183 C 3.919 0.116 3.848
184 C 2.924 1.181 3.474
185 C 2.845 2.337 4.469
186 O 3.206 3.465 3.661
187 C 3.322 3.106 2.367
188 O 3.600 3.867 1.486
189 O 3.175 1.798 2.240
190 H 3.775 -0.786 3.243
191 H 3.752 -0.222 4.873
192 H 4.980 0.345 3.722
193 H 1.960 0.673 3.406
194 H 3.541 2.176 5.291
195 H 1.840 2.334 4.891

***

(2)
Density functional theory data (ωB97M-V with the def2-TZVPD basis set) for a cluster of 18 separate species, C60H98BCl4F2N10O19S2 in total.

- LUMO level: 4.0 eV
- Frontier orbital gap: 2.34 eV
- HOMO energy: 1.635 eV
- Charge: -3

Geometry (Å):
1 C -6.305 18.856 -10.233
2 C -6.308 18.229 -8.848
3 C -5.049 18.608 -8.058
4 C -4.998 17.817 -6.763
5 N -3.744 18.071 -5.923
6 C -2.531 17.651 -6.743
7 C -1.585 17.199 -5.666
8 C -2.520 16.286 -4.877
9 C -3.735 17.156 -4.684
10 C -3.678 19.578 -5.629
11 C -4.801 20.095 -4.722
12 C -4.715 21.591 -4.449
13 H -7.237 18.577 -10.731
14 H -5.553 18.399 -10.881
15 H -6.177 19.935 -10.208
16 H -6.367 17.137 -8.884
17 H -7.204 18.502 -8.277
18 H -5.068 19.699 -7.997
19 H -4.187 18.375 -8.691
20 H -5.058 16.735 -6.861
21 H -5.851 18.093 -6.140
22 H -2.159 18.502 -7.309
23 H -2.690 16.782 -7.381
24 H -1.175 18.006 -5.056
25 H -0.710 16.643 -6.003
26 H -2.048 15.978 -3.943
27 H -2.682 15.393 -5.487
28 H -3.510 17.782 -3.820
29 H -4.676 16.634 -4.525
30 H -3.736 20.042 -6.613
31 H -2.668 19.791 -5.273
32 H -4.829 19.599 -3.753
33 H -5.730 19.989 -5.287
34 H -4.355 22.192 -5.290
35 H -3.985 21.751 -3.653
36 H -5.627 22.082 -4.106
37 O 1.157 14.472 -4.551
38 C 0.131 14.210 -3.662
39 C 0.053 15.112 -2.397
40 O 0.141 16.485 -2.545
41 H 0.186 13.160 -3.281
42 H -0.825 14.233 -4.246
43 H 0.942 14.822 -1.797
44 H -0.815 14.840 -1.753
45 O -6.830 15.919 -1.288
46 C -7.094 17.090 -1.308
47 O -7.462 17.815 -0.272
48 B -7.883 19.151 -0.689
49 O -7.606 19.155 -2.152
50 C -7.175 17.971 -2.536
51 O -6.806 17.742 -3.660
52 O -7.179 20.197 0.055
53 C -7.995 20.910 0.818
54 O -7.718 21.812 1.546
55 C -9.427 20.333 0.565
56 O -9.288 19.411 -0.356
57 O -10.437 20.620 1.139
58 N 1.554 18.040 -6.079
59 S 1.665 18.052 -7.642
60 O 2.892 18.637 -8.163
61 O 0.431 18.355 -8.331
62 F 1.867 16.488 -7.948
63 S 1.231 19.654 -5.819
64 O -0.028 20.194 -6.295
65 O 2.418 20.455 -5.888
66 F 0.905 19.415 -4.257
67 N -11.588 20.241 -10.366
68 C -12.272 20.095 -11.559
69 C -11.392 19.693 -12.510
70 C -10.093 19.640 -11.956
71 C -10.266 19.952 -10.631
72 H -12.008 20.490 -9.492
73 H -13.341 20.191 -11.658
74 H -11.681 19.435 -13.518
75 H -9.198 19.279 -12.431
76 H -9.593 20.106 -9.800
77 N -8.969 17.597 -5.940
78 C -9.806 17.258 -6.989
79 C -10.386 18.444 -7.409
80 C -9.894 19.513 -6.613
81 C -8.975 18.934 -5.778
82 H -8.412 17.003 -5.345
83 H -9.873 16.223 -7.276
84 H -11.197 18.543 -8.114
85 H -10.089 20.570 -6.634
86 H -8.262 19.359 -5.086
87 N -1.727 25.089 -5.629
88 C -2.387 24.302 -4.747
89 C -1.626 23.177 -4.511
90 C -0.487 23.265 -5.338
91 C -0.541 24.487 -5.971
92 H -2.019 25.979 -5.985
93 H -3.321 24.614 -4.304
94 H -1.847 22.393 -3.805
95 H 0.410 22.666 -5.310
96 H 0.124 24.930 -6.695
97 N -2.030 18.734 -2.028
98 C -3.126 18.392 -1.278
99 C -3.794 19.592 -0.971
100 C -2.939 20.614 -1.399
101 C -1.829 20.075 -1.991
102 H -1.355 18.042 -2.379
103 H -3.354 17.415 -0.888
104 H -4.717 19.678 -0.420
105 H -3.158 21.673 -1.411
106 H -0.960 20.500 -2.465
107 N -5.282 14.054 -5.927
108 C -4.916 13.664 -7.177
109 C -5.834 14.239 -8.038
110 C -6.839 14.835 -7.277
111 C -6.472 14.727 -5.941
112 H -4.790 13.671 -5.131
113 H -4.023 13.091 -7.357
114 H -5.890 14.147 -9.110
115 H -7.738 15.313 -7.632
116 H -7.017 14.923 -5.032
117 N -2.012 20.399 -10.198
118 C -2.658 21.274 -11.047
119 C -3.103 22.301 -10.271
120 C -2.810 22.017 -8.919
121 C -2.105 20.827 -8.885
122 H -1.697 19.453 -10.385
123 H -2.627 20.979 -12.082
124 H -3.693 23.137 -10.619
125 H -3.043 22.645 -8.073
126 H -1.590 20.278 -8.112
127 N -3.963 11.803 -4.134
128 C -3.076 12.812 -3.857
129 C -3.729 13.726 -3.066
130 C -5.063 13.282 -2.863
131 C -5.176 12.076 -3.540
132 H -3.791 10.937 -4.609
133 H -2.049 12.779 -4.188
134 H -3.288 14.594 -2.604
135 H -5.899 13.772 -2.389
136 H -6.001 11.388 -3.622
137 N -8.639 15.448 -11.585
138 C -7.755 16.359 -12.071
139 C -6.471 15.790 -11.954
140 C -6.679 14.516 -11.411
141 C -8.009 14.308 -11.172
142 H -9.631 15.569 -11.682
143 H -8.073 17.268 -12.549
144 H -5.509 16.190 -12.229
145 H -5.915 13.753 -11.370
146 H -8.532 13.391 -10.960
147 C -7.571 23.045 -8.784
148 Cl -6.169 22.717 -7.773
149 Cl -9.026 22.490 -7.980
150 Cl -7.753 24.807 -8.966
151 Cl -7.243 22.269 -10.389
152 C -5.024 20.783 -14.265
153 C -5.667 19.397 -14.203
154 O -6.829 19.353 -15.035
155 H -5.800 21.426 -13.847
156 H -4.808 21.085 -15.292
157 H -4.073 20.851 -13.742
158 H -5.933 19.158 -13.176
159 H -4.931 18.659 -14.536
160 H -6.529 19.422 -15.945
161 C -3.202 16.070 -10.617
162 C -1.777 16.342 -10.098
163 O -1.456 17.700 -10.226
164 H -3.837 16.816 -10.128
165 H -3.539 15.117 -10.205
166 H -3.308 16.140 -11.698
167 H -1.115 15.650 -10.635
168 H -1.690 16.036 -9.051
169 H -0.671 17.888 -9.679
170 C -1.324 12.907 -8.652
171 C -1.118 13.389 -7.225
172 O -0.138 14.388 -7.140
173 H -2.149 12.189 -8.707
174 H -0.426 12.426 -9.045
175 H -1.623 13.753 -9.272
176 H -0.962 12.531 -6.564
177 H -2.098 13.811 -6.950
178 H 0.211 14.382 -6.213
179 C -5.205 23.670 -1.165
180 C -4.091 24.669 -0.770
181 O -4.676 25.979 -0.848
182 H -5.420 23.735 -2.232
183 H -6.120 23.901 -0.618
184 H -4.965 22.626 -0.961
185 H -3.228 24.558 -1.423
186 H -3.779 24.565 0.271
187 H -5.245 26.084 -0.084
188 C -6.595 25.165 -4.898
189 C -7.304 26.515 -4.907
190 O -7.002 27.127 -6.176
191 H -6.918 24.592 -4.030
192 H -5.543 25.443 -4.798
193 H -6.694 24.640 -5.845
194 H -6.942 27.134 -4.084
195 H -8.380 26.348 -4.796
196 H -7.701 27.772 -6.320

***

- Look up the HOMO energy of the second one.
  1.635 eV

***

- Look up the HOMO energy of the second one.
  1.635 eV

***

- Which of these has the lowest LUMO level?
  C60H90O45